(1)
Formula: C8H15BrO8S
Source: the OMol25 dataset
Level of theory: ωB97M-V with the def2-TZVPD basis set

- largest force on an atom (eV Å⁻¹) = 0.9
- HOMO (eV) = -10.547
- orbital gap (hartree) = 0.3529
- M (g/mol) = 351.2

The geometry in ORCA input format:
```
! wB97M-V def2-TZVPD RIJCOSX def2/J DEFGRID3
* xyz 0 1
O 5.749 -1.474 1.043
C 5.200 -0.520 0.611
O 5.161 0.672 1.248
C 3.839 1.215 1.443
C 3.353 2.007 0.234
C 2.154 2.898 0.555
C 0.830 2.177 0.742
O 0.571 1.358 -0.422
S 0.117 -0.170 -0.237
O 0.286 -0.714 -1.559
O 1.494 -0.651 0.614
Br 1.076 -1.641 2.087
H 4.697 -0.519 -0.375
H 3.164 0.395 1.708
H 3.937 1.873 2.310
H 3.118 1.349 -0.610
H 4.190 2.642 -0.080
H 2.359 3.470 1.471
H 2.016 3.628 -0.250
H 0.016 2.908 0.795
H 0.799 1.578 1.660
C -3.029 -1.438 -2.815
O -4.308 -1.936 -2.403
C -4.517 -1.877 -1.091
O -3.742 -1.454 -0.271
O -5.732 -2.364 -0.833
C -6.086 -2.362 0.553
H -3.006 -1.543 -3.895
H -2.919 -0.391 -2.540
H -2.224 -2.015 -2.365
H -6.084 -1.347 0.947
H -5.393 -2.974 1.127
H -7.086 -2.782 0.597
*
```

=====

(2)
Formula: C16H21N5O2
Source: the OMol25 dataset
Level of theory: ωB97M-V with the def2-TZVPD basis set

- largest force on an atom (eV Å⁻¹) = 0.8
- energy relative to the best compared isomer or geometry (same formula, charge and spin) (kJ/mol) = 0.0
- HOMO (eV) = -8.153
- orbital gap (hartree) = 0.3298
- M (g/mol) = 315.4
- SMILES string = CCCCC(=O)OCc1nc(N)nc(Nc2ccccc2C)n1

The geometry in ORCA input format:
```
! wB97M-V def2-TZVPD RIJCOSX def2/J DEFGRID3
* xyz 0 1
C -1.125 -1.734 0.918
C -2.165 -2.840 0.799
C -3.598 -2.320 0.906
C -3.990 -1.400 -0.250
C -3.551 0.032 -0.036
O -3.417 0.574 1.028
O -3.396 0.654 -1.215
C -2.999 2.012 -1.153
C -1.582 2.178 -0.674
N -0.752 1.169 -0.832
C 0.502 1.377 -0.383
N 0.913 2.504 0.184
C -0.011 3.460 0.276
N -1.277 3.351 -0.143
N 0.362 4.634 0.809
H -0.345 5.324 0.983
H 1.270 4.710 1.230
N 1.322 0.325 -0.575
C 2.660 0.126 -0.249
C 3.403 1.084 0.434
C 4.730 0.850 0.743
C 5.331 -0.340 0.375
C 4.593 -1.293 -0.307
C 3.262 -1.084 -0.630
C 2.494 -2.138 -1.377
H 1.650 -2.502 -0.790
H 3.140 -2.985 -1.595
H 2.116 -1.750 -2.323
H 5.063 -2.223 -0.597
H 6.367 -0.528 0.614
H 5.295 1.602 1.274
H 2.922 2.005 0.713
H 0.852 -0.449 -1.024
H -3.087 2.396 -2.173
H -3.655 2.580 -0.486
H -3.588 -1.752 -1.200
H -5.079 -1.368 -0.340
H -3.714 -1.768 1.840
H -4.279 -3.174 0.926
H -2.040 -3.361 -0.154
H -2.003 -3.570 1.596
H -1.205 -1.034 0.089
H -0.121 -2.155 0.928
H -1.270 -1.176 1.840
*
```

=====

(3)
Formula: C20H57ClN3O11
Source: the OMol25 dataset
Level of theory: ωB97M-V with the def2-TZVPD basis set

- largest force on an atom (eV Å⁻¹) = 2.7
- HOMO (eV) = -5.745
- orbital gap (hartree) = 0.3096
- M (g/mol) = 551.1

The geometry in ORCA input format:
```
! wB97M-V def2-TZVPD RIJCOSX def2/J DEFGRID3
* xyz -1 1
Cl 10.248 21.726 5.633
O 9.659 20.424 5.381
O 10.944 21.763 6.904
O 11.174 22.097 4.594
O 9.174 22.692 5.677
C 6.700 25.797 7.422
C 7.702 26.537 6.497
C 8.219 27.809 7.163
O 9.281 28.322 6.390
C 9.391 29.707 6.491
N 8.788 25.677 6.022
H 6.749 25.997 8.494
H 6.713 24.736 7.177
H 5.683 26.116 7.143
H 7.107 26.852 5.631
H 8.638 27.569 8.153
H 7.361 28.471 7.336
H 8.515 30.199 6.034
H 10.274 30.074 5.972
H 9.381 30.093 7.522
H 9.024 25.188 6.900
H 8.405 24.837 5.595
C 13.476 17.295 6.391
C 14.251 18.432 5.750
C 14.080 19.757 6.491
O 15.044 20.702 6.100
C 14.687 21.966 6.620
N 15.689 18.085 5.643
H 13.617 17.112 7.458
H 13.774 16.357 5.905
H 12.407 17.334 6.155
H 13.832 18.694 4.778
H 14.143 19.640 7.592
H 13.052 20.122 6.353
H 15.510 22.666 6.463
H 14.595 21.885 7.713
H 13.770 22.369 6.186
H 15.964 17.662 6.526
H 15.700 17.314 4.980
C 10.412 23.824 1.255
C 9.637 24.767 2.150
C 8.280 24.175 2.497
O 7.639 24.840 3.566
C 6.356 24.314 3.787
N 10.456 25.121 3.385
H 11.397 24.165 0.937
H 9.821 23.682 0.337
H 10.540 22.829 1.688
H 9.430 25.731 1.673
H 8.395 23.113 2.769
H 7.658 24.198 1.587
H 6.042 24.739 4.745
H 6.291 23.226 3.852
H 5.642 24.748 3.073
H 11.375 24.803 3.053
H 10.293 24.247 3.906
C 9.486 19.063 9.762
C 10.538 20.181 9.722
O 11.250 20.273 10.951
H 9.138 18.750 8.783
H 8.668 19.373 10.413
H 9.983 18.237 10.284
H 9.944 21.096 9.665
H 11.195 20.080 8.862
H 12.193 20.208 10.793
C 10.568 16.680 2.816
C 10.940 18.132 2.572
O 11.682 18.677 3.653
H 9.737 16.611 3.519
H 11.422 16.191 3.288
H 10.313 16.190 1.877
H 10.042 18.757 2.488
H 11.485 18.310 1.644
H 11.103 19.104 4.295
C 7.548 22.773 9.908
C 8.720 23.735 9.832
O 9.193 23.875 8.496
H 6.635 23.208 9.499
H 7.312 22.500 10.942
H 7.764 21.848 9.373
H 9.529 23.332 10.453
H 8.477 24.753 10.134
H 9.594 23.039 8.222
C 6.733 19.259 3.541
C 6.440 20.178 4.748
O 6.423 19.411 5.946
H 6.188 19.710 2.707
H 6.423 18.243 3.766
H 7.794 19.299 3.294
H 5.462 20.643 4.606
H 7.163 20.995 4.784
H 7.316 19.434 6.307
*
```

=====

(4)
Formula: C12H29BrGaI2N6O10S
Source: the OMol25 dataset
Level of theory: ωB97M-V with the def2-TZVPD basis set

- largest force on an atom (eV Å⁻¹) = 2.8
- HOMO (eV) = -5.221
- orbital gap (hartree) = 0.2553
- M (g/mol) = 852.9

The geometry in ORCA input format:
```
! wB97M-V def2-TZVPD RIJCOSX def2/J DEFGRID3
* xyz -1 1
C -2.236 -0.018 2.706
C -2.208 0.692 1.403
I -2.233 2.802 1.589
C -2.183 0.177 0.225
I -2.252 -1.978 0.178
Ga -2.079 1.140 -1.590
Br -1.548 -0.608 -3.235
C -3.845 1.923 -2.182
N -4.889 0.872 -2.203
C -0.487 2.410 -1.686
C 0.769 1.567 -1.833
C 2.044 2.385 -1.717
S 3.460 1.390 -2.297
H -2.977 -0.793 2.713
H -2.388 0.685 3.501
H -1.268 -0.453 2.882
H -3.694 2.228 -3.206
H -4.142 2.809 -1.624
H -4.991 0.500 -1.270
H -5.774 1.232 -2.531
H -0.618 3.074 -2.528
H -0.368 2.992 -0.784
H 0.764 1.144 -2.821
H 0.752 0.760 -1.118
H 1.920 3.252 -2.343
H 2.207 2.717 -0.705
H 2.911 0.183 -2.453
C -0.829 -5.002 2.313
N 0.113 -4.365 3.275
O 1.132 -4.965 3.559
O -0.201 -3.279 3.724
H -0.420 -5.956 2.009
H -1.779 -5.124 2.825
H -0.934 -4.335 1.462
C 2.176 3.457 -5.987
N 1.481 4.689 -5.517
O 0.455 4.557 -4.887
O 2.002 5.751 -5.808
H 1.612 2.590 -5.664
H 2.228 3.509 -7.070
H 3.170 3.457 -5.550
C 4.976 3.028 1.075
N 4.489 4.434 1.156
O 3.325 4.615 1.445
O 5.304 5.308 0.926
H 4.154 2.359 1.302
H 5.339 2.865 0.065
H 5.778 2.921 1.799
C 0.672 -2.233 6.699
N 0.626 -0.762 6.927
O 1.623 -0.227 7.378
O -0.410 -0.196 6.649
H 1.649 -2.596 6.995
H -0.111 -2.679 7.304
H 0.496 -2.415 5.642
C -2.172 -6.155 -2.137
N -1.371 -5.957 -0.897
O -0.526 -5.093 -0.913
O -1.633 -6.675 0.054
H -1.831 -5.446 -2.881
H -2.017 -7.179 -2.464
H -3.213 -5.984 -1.881
*
```